Entry 1:
A 2-piece molecular cluster, C5H11NO3 overall. Source: OMol25; level of theory: wB97M-V/def2-TZVPD.

Each line ends with the Löwdin spin population.
Cartesian coordinates (Å):
C: 0.16293 1.81441 0.52736  0.0046
C: -1.48451 0.40659 -0.12777  0.0024
C: 2.45310 -1.63848 -0.71090  0.1783
C: -3.27184 -1.19634 -0.49369  0.0001
C: 2.34787 -1.27264 0.67932  0.6661
N: -0.26399 0.58878 -0.05050  0.0120
O: -2.48375 1.13218 0.29062  0.0010
O: -2.02100 -0.64000 -0.79978  0.0006
O: 2.61136 -1.92908 1.65180  0.9543
H: -0.59435 2.42490 1.00836  0.0001
H: 0.94848 1.59656 1.24495  0.0037
H: 2.69749 -2.63093 -0.88392  -0.0004
H: 1.52105 -1.62607 -1.18817  0.0236
H: 3.17142 -0.90090 -1.26399  0.0397
H: -3.22572 -2.31271 -0.44802  0.0000
H: -3.88281 -0.89367 -1.32114  0.0000
H: -3.68731 -0.74616 0.45150  0.0000
H: 0.43875 2.43565 -0.27604  0.0000
H: 1.86019 -0.25132 0.83475  0.1139
H: -2.21322 2.07667 0.51754  0.0000

Forces on the atoms, in the same order (eV/Å):
C -0.10 -0.16 0.48
C -1.34 -2.05 -1.27
C 1.63 1.98 -1.86
C -0.79 0.23 1.12
C -1.97 5.31 -3.43
N 0.65 -0.54 -0.13
O -1.30 3.87 1.41
O 2.37 -0.70 -0.09
O 1.43 -3.63 5.28
H -0.34 -0.03 0.75
H 0.25 0.51 -0.05
H 1.36 -1.92 0.05
H -1.70 0.81 -0.82
H -1.10 -1.47 0.59
H 0.24 1.00 0.08
H -0.88 -0.14 -0.27
H 0.30 -0.78 -0.92
H 1.29 0.92 -0.87
H 0.38 -1.21 0.19
H -0.39 -1.98 -0.26

Energy relative to the best compared isomer or geometry (same formula, charge and spin) = 2.362 eV
Net charge = 0
HOMO-LUMO gap (spin up / spin down) = 5.804 / 7.997 eV
Spin multiplicity = 3
Lowest unoccupied orbital energy (spin up / spin down) = 0.46 / -1.70 eV

---

Entry 2:
A 4-piece molecular cluster, H9NO3 overall. Source: OMol25; level of theory: wB97M-V/def2-TZVPD.

Each line ends with the natural charge from an NBO analysis.
Cartesian coordinates (Å):
N: 3.61925 -0.65479 0.36057  -1.0906
H: 3.23052 -1.07553 1.19485  0.3634
H: 3.66610 -1.38574 -0.34095  0.3624
H: 4.55086 -0.30543 0.52600  0.3682
O: -4.73719 1.83798 -0.14779  -0.9347
H: -4.49326 1.63045 -1.05667  0.4636
H: -3.91598 1.62139 0.30674  0.4709
O: 1.26822 1.25343 -1.09876  -0.9641
H: 1.67268 0.49508 -0.70265  0.4882
H: 1.77147 2.05735 -0.94954  0.4725
O: -2.34151 -1.46292 0.68495  -0.9412
H: -1.65072 -1.89674 1.19950  0.4694
H: -2.64045 -2.11452 0.02375  0.4719

Forces on the atoms, in the same order (eV/Å):
N -0.54 -0.15 -0.37
H 0.26 0.11 0.11
H 0.13 0.09 0.04
H 0.04 -0.07 0.17
O 0.37 -0.13 -0.22
H -0.28 0.08 -0.10
H -0.07 0.01 0.33
O -1.17 0.70 -0.83
H 0.97 -0.22 0.60
H 0.31 -0.46 0.27
O -0.17 -0.36 -0.36
H -0.14 -0.01 -0.17
H 0.29 0.40 0.53

Energy relative to the best compared isomer or geometry (same formula, charge and spin) = 0.617 eV
Net charge = 0
HOMO-LUMO gap = 11.211 eV
Lowest unoccupied orbital energy = 0.54 eV
SMILES = N.O.O.O

---

Q: The highest energy relative to the best compared isomer or geometry (same formula, charge and spin) belongs to which entry?
A: C5H11NO3